(1)
122
Properties=species:S:1:pos:R:3:forces:R:3:mulliken_charge:R:1 method="wB97M-V/def2-TZVPD" total_charge=+2 homo_lumo_gap_ev=6.27 lumo_ha=-0.2515
O -0.771481 0.281587 -0.385576 -0.467 0.923 -1.405 -1.314
O 3.655546 -0.548753 0.158729 2.194 0.619 -0.572 -0.596
O 4.507814 2.367180 -4.960558 0.511 -0.374 -0.156 -0.364
O 0.171752 -2.506421 -1.316353 -1.007 -1.942 -1.688 0.240
O 1.738822 -0.003856 -0.753956 1.257 0.702 -1.341 -0.006
O -0.984024 -0.840581 1.455595 1.488 -1.197 1.595 -0.065
O 1.802822 -1.190979 1.107003 -0.578 -0.366 0.660 -0.816
O -2.903211 1.376746 -2.073480 -1.839 0.490 0.647 -0.446
O -2.589404 0.526636 0.966492 0.122 0.676 -0.661 -0.722
O 6.726048 2.930880 -0.180933 -0.047 0.655 1.670 -0.349
O -0.208747 1.869477 3.934250 -0.314 1.374 -0.377 -0.357
N -3.841463 1.568498 -1.359607 2.662 -0.675 1.459 1.244
N 4.741866 1.236218 -1.401099 0.581 0.049 0.601 -0.279
N -0.266456 -3.343541 -2.078124 0.600 3.098 1.769 0.519
N 0.116005 0.945424 4.564533 -0.503 -0.997 0.412 0.865
C 4.571094 3.688211 -5.445484 0.167 0.603 0.602 -0.731
C -1.056053 0.699742 6.656439 2.317 -1.426 0.658 -1.659
C 2.121649 1.343206 3.313186 1.087 0.265 -0.127 -1.668
C -5.418368 0.610473 0.326968 -3.142 -0.606 -1.327 -0.765
C -2.076507 -5.133528 -2.409086 0.461 0.475 0.384 -1.010
C 2.396881 -0.596472 0.213796 -1.904 -0.567 0.330 1.025
C -0.023443 -3.095445 -3.610216 -0.755 -0.365 0.808 1.426
C -4.787129 0.305372 -1.021170 0.182 2.048 -1.060 1.442
C 0.603534 -1.834425 5.187932 -1.336 0.219 -1.230 -0.887
C -0.983618 -4.506258 -1.447770 -0.206 -1.301 -0.219 1.268
C -0.837092 -1.342390 4.955447 0.718 -0.544 3.080 -1.122
C -1.506755 -4.180668 -0.066226 -0.042 1.006 1.717 -1.490
C -1.301487 -3.594118 -4.237928 -1.914 0.329 0.776 -1.127
C -4.007351 -0.956895 -0.977579 -0.229 0.309 -0.224 -2.505
C -3.936719 3.022116 -0.666326 0.648 0.342 -1.303 0.742
C 1.535782 0.509308 4.493835 -0.276 -0.653 -1.906 1.331
C 5.452438 2.740300 0.497410 2.275 1.307 -2.671 -1.021
C 0.237944 -5.442631 -1.281769 -0.834 -1.855 -1.488 -1.706
C -2.294975 0.658417 4.543826 -2.034 -2.033 1.423 -1.718
C 1.423181 -1.061444 4.198845 0.505 0.888 -1.211 -0.591
C 0.195768 -1.615232 -3.806462 2.167 -0.048 -0.129 -1.995
C -1.681142 -5.026726 -3.883960 -0.704 0.679 0.754 -0.720
C -4.780890 3.018639 0.639090 -1.850 0.415 -2.248 -0.939
C 4.541886 2.515897 -0.661865 -1.918 -0.691 0.360 -0.098
C 4.992295 2.434636 -3.654929 -0.968 0.042 1.783 -0.395
C -4.507590 3.932118 -1.894713 0.565 -1.157 1.361 -1.301
C 1.193538 -3.905878 -3.994470 1.049 0.217 -2.240 -1.552
C 2.374551 0.706609 5.712097 1.091 0.477 0.969 -1.589
C 4.324991 1.276432 -2.819137 1.318 1.306 -0.369 -0.427
C 7.847507 3.402714 0.648963 -0.658 -0.844 -1.185 -0.770
C -5.583010 0.377591 -2.349276 -1.877 -1.617 2.161 -1.641
C -6.007787 2.016714 0.460354 3.084 1.284 -0.496 -0.915
C -2.472815 3.426163 -0.304362 -0.001 0.592 -1.286 -1.286
C -1.050974 0.159582 5.227627 -0.197 0.166 -0.370 1.560
C -1.489573 0.067027 0.606871 0.130 -0.161 0.779 0.910
H 4.038581 0.127764 -0.588183 -0.077 -0.030 0.239 0.520
H 4.641661 3.375628 -1.350754 -0.446 -0.406 0.661 0.317
H -1.765706 3.316664 -1.177452 -0.872 0.052 0.841 0.379
H -6.345002 -0.422610 -2.289481 0.568 -0.057 -0.298 0.460
H 1.939554 -3.890392 -3.231600 0.325 -0.599 0.891 0.400
H -6.311994 -0.082899 0.422204 1.069 0.334 -0.179 0.476
H -2.182093 -2.908973 -4.015087 1.136 -0.566 -0.177 0.176
H 3.099687 0.890377 2.987445 -1.038 0.239 0.341 0.382
H 4.748037 0.411998 -3.300100 -0.506 -0.856 -0.064 0.405
H 2.373275 2.360503 3.716923 -0.313 -0.811 -0.500 0.515
H -2.123632 2.744137 0.496874 -0.152 0.896 -0.243 0.070
H 0.609810 -5.824975 -2.252821 -0.198 0.266 0.538 0.348
H -2.513450 4.553713 -0.102365 0.137 -1.697 0.273 0.444
H -5.162956 4.061805 0.665134 0.068 -0.543 0.211 0.530
H -1.115568 -3.539232 -5.267482 0.052 0.209 -1.725 0.507
H 2.680801 1.718936 6.052534 -0.293 -0.317 -1.012 0.391
H 5.722723 0.963276 -1.268354 -0.273 0.235 -0.632 0.352
H -6.397753 2.420293 -0.494186 -0.729 -0.731 0.620 0.294
H -4.150744 2.906236 1.483657 0.485 -0.654 0.783 0.298
H -3.309398 -0.988867 -1.745178 1.811 0.370 -1.411 0.708
H -2.535129 -5.391793 -4.434119 -0.261 0.249 -0.499 0.435
H -2.302043 -6.154377 -2.109021 0.721 -0.306 0.107 0.443
H -1.904920 0.447019 7.251644 -0.897 -0.338 -0.098 0.436
H -4.744012 4.899638 -1.449465 -0.257 -0.113 -0.211 0.423
H -3.519533 -1.116063 -0.052932 0.121 -0.350 0.870 0.236
H -6.215941 1.215000 -2.454654 -0.319 1.447 -0.064 0.429
H 4.631954 3.418738 -3.251156 0.562 -0.725 0.005 0.338
H -4.957731 0.264539 -3.188034 0.772 -0.263 -0.966 0.465
H -3.080604 -4.708918 -2.246289 0.539 0.687 -0.080 0.358
H 3.228199 1.355497 -2.896530 0.489 -0.234 0.037 0.022
H 5.212164 3.603569 1.077035 -0.498 1.069 0.061 0.569
H 8.348510 2.472059 0.997159 0.002 1.009 0.201 0.275
H -1.767459 -5.148848 0.392904 -0.512 0.410 -0.396 0.447
H -0.178794 0.287953 7.239377 -0.781 0.656 -0.572 0.294
H -2.328784 -3.417763 -0.006006 0.425 -1.004 -0.425 0.151
H 1.051480 -1.254381 -3.197711 -0.402 -0.229 -0.446 0.528
H -2.739861 1.534916 4.958423 0.308 1.084 0.177 0.439
H -3.734326 4.079595 -2.653008 0.045 -0.143 0.231 0.363
H 0.988860 -4.912396 -4.446739 0.270 0.932 0.839 0.277
H -4.712392 0.333418 1.069009 0.498 0.137 0.791 0.285
H 1.773508 -3.321635 -4.772832 -1.020 -0.590 0.435 0.465
H 4.364778 3.712110 -6.505076 -0.287 0.021 -0.136 0.273
H 3.540510 2.370085 -0.191467 0.113 0.840 -0.740 0.003
H -0.615933 -1.004553 -3.580640 -1.702 0.791 0.768 0.374
H -2.285192 0.690047 3.484430 0.128 -0.140 -1.053 0.247
H 0.003312 -0.950974 1.296092 -0.901 -0.092 -0.246 -0.079
H 8.425914 3.931981 -0.109183 0.490 -0.160 0.409 0.245
H -1.413299 -1.956738 5.671102 -0.466 0.727 -0.296 0.467
H -4.631476 -1.739061 -1.314185 -1.209 -1.069 0.327 0.689
H 0.996516 -4.945106 -0.788644 1.739 1.275 0.882 0.453
H 5.583763 4.110301 -5.258451 -0.502 -0.109 -0.275 0.300
H -0.990904 1.763145 6.575324 0.078 0.768 0.303 0.483
H 7.602687 4.138957 1.446589 -0.247 -0.760 -0.385 0.297
H 3.250456 0.109653 5.447524 0.301 0.418 0.311 0.430
H 0.905192 -1.740984 6.220305 0.241 0.001 0.261 0.494
H 1.457122 1.478014 2.415533 0.651 -0.471 0.986 0.191
H 5.516433 1.990892 1.197089 0.093 -2.451 1.444 0.451
H -0.779380 -3.776983 0.692944 -0.115 -0.306 -1.228 0.348
H 0.417692 -1.384924 -4.856347 0.099 -0.492 0.163 0.487
H 1.049255 -1.195317 3.134487 0.493 0.107 1.465 -0.318
H 0.065049 -6.318763 -0.652960 -0.700 0.101 -0.156 0.448
H 2.443391 -1.403496 4.231312 0.562 -0.041 -0.351 0.770
H -0.878375 -5.640962 -4.199130 0.824 -1.011 0.171 0.379
H -5.365132 3.454222 -2.391629 0.082 0.403 0.382 0.346
H 0.764934 -0.037703 -0.656410 -0.907 0.094 0.562 0.382
H -1.118922 -1.626458 3.985790 -0.575 0.037 -1.466 0.331
H 3.848155 4.248910 -4.806265 0.315 0.250 -0.961 0.317
H 2.016168 0.285359 6.619486 -0.708 -0.771 0.583 0.358
H 0.573843 -2.901039 4.895148 0.397 0.447 0.326 0.375
H -3.071190 -0.103684 4.882870 0.822 0.578 -0.724 0.436
H -6.676448 2.067951 1.292680 -0.595 0.219 0.217 0.499
H 6.106453 2.408296 -3.573977 -0.647 -0.053 -0.166 0.247

---

(2)
134
Properties=species:S:1:pos:R:3:forces:R:3:mulliken_charge:R:1 method="wB97M-V/def2-TZVPD" total_charge=-1 homo_lumo_gap_ev=5.75 lumo_ha=0.0585
I 0.846629 -1.715026 -6.618617 -0.047 0.064 -0.070 -0.027
Nb 0.926725 -1.728584 -1.044456 0.904 1.449 0.241 -1.594
Br 0.805156 -1.886298 1.584971 -0.337 0.151 -0.373 -0.466
S 9.799825 6.814390 -5.051136 -0.195 -0.156 0.161 1.147
S -7.390989 -2.070729 1.852738 -0.117 0.401 0.260 1.374
S -2.519148 -1.490777 6.657478 -0.018 0.000 -0.331 1.162
S 4.481373 5.664967 -0.339902 -0.124 0.268 0.177 1.009
S 4.309864 -2.989596 0.946641 0.077 0.832 0.240 -0.192
S -4.931541 -4.488685 -0.194170 0.041 -0.164 -0.370 1.221
P -1.064660 -0.182561 -0.947602 0.665 -1.511 -0.297 1.111
P -0.878418 -3.666432 -1.162416 1.170 -0.671 -0.701 0.676
O 5.114693 6.253596 -1.495106 0.070 -0.130 -0.117 -0.695
O -6.733048 -1.570544 0.675894 -0.092 -0.278 -0.147 -0.668
O 0.492784 2.179708 0.905057 0.108 -0.381 0.230 -0.085
O -1.881169 -1.560276 7.950453 -0.123 0.082 0.106 -0.702
O -4.597500 -4.711730 1.193951 -0.054 0.208 -0.006 -0.704
O 4.132637 4.272019 -0.308687 0.120 -0.117 -0.177 -0.540
O -7.779279 -3.453552 1.983531 -0.048 -0.036 -0.044 -0.734
O -3.704957 -0.684846 6.466322 -0.038 0.014 0.205 -0.655
O -4.551971 -3.279957 -0.872529 0.066 0.232 0.196 -0.607
O 9.874517 7.990111 -5.882423 0.135 0.021 -0.029 -0.662
O 10.993805 6.179271 -4.554227 0.147 0.122 -0.093 -0.673
O 3.528378 -5.521629 0.999672 -0.071 -0.394 -0.248 -0.235
N 2.401388 -5.730470 2.864100 0.024 0.340 0.336 -0.465
N -0.508178 -4.880101 -2.170956 -0.306 -0.015 0.042 -0.981
N 2.849988 -4.407093 2.771766 -0.199 -0.086 0.398 -0.183
C 5.432669 6.056468 1.136484 0.067 0.191 0.283 -0.703
C -5.544475 -6.860578 -1.129557 -0.103 0.094 0.036 -0.686
C -6.688295 -4.771206 -0.440910 -0.192 -0.502 -0.347 -0.562
C 3.491367 -4.331573 1.669295 0.239 -0.044 -0.772 0.406
C 2.544785 -0.165622 -0.767711 -0.451 -0.009 0.010 -0.863
C 0.208290 3.538625 0.872107 -0.526 -0.061 0.039 -0.829
C -2.824790 -3.163139 6.070326 0.027 -0.265 -0.230 -0.668
C 1.401805 -0.124792 -5.325574 0.628 0.502 0.651 -1.325
C -2.825995 0.160778 1.139688 0.559 -0.638 0.103 -0.542
C -1.957694 -3.338683 4.816998 0.004 0.116 -0.003 -0.483
C 7.310777 6.741249 -4.220972 -0.026 -0.035 -0.087 -0.330
C -8.842461 -1.076641 2.196560 -0.163 0.174 0.153 -0.891
C -0.746214 -2.414532 4.976263 0.040 -0.204 0.142 -0.069
C 0.950153 -1.613588 -3.283987 0.198 0.348 0.921 -0.576
C 4.571269 7.027497 1.954469 -0.063 0.001 -0.058 -0.660
C -1.295606 -1.068445 5.427432 0.170 -0.056 -0.194 -0.456
C -2.547899 -0.791585 -0.038437 -0.375 1.578 0.339 -0.123
C -7.337085 -0.563464 4.048096 -0.067 0.009 -0.140 -0.670
C -2.098989 1.969897 -2.384170 0.184 -0.255 0.103 -1.087
C 2.386589 -3.468212 -1.132961 -0.776 0.506 0.036 -0.708
C 7.523186 5.420520 -4.972046 0.064 0.062 0.042 -0.656
C -6.472629 -1.595953 3.314488 0.076 0.252 0.320 -0.041
C 1.866677 1.885327 0.649166 -0.386 0.460 -0.211 -0.279
C -6.792722 -5.995843 -1.362252 0.086 0.006 -0.019 -0.724
C 3.102709 6.729587 1.619896 0.115 -0.069 0.025 -0.466
C 2.806836 -6.316508 1.804125 -0.247 0.065 0.616 -0.015
C 3.844839 -3.165270 -0.811049 -0.066 -1.210 0.034 -1.158
C 8.683051 7.143340 -3.691611 -0.278 0.025 0.094 -0.682
C -4.367072 -5.893694 -1.152332 -0.017 -0.317 0.031 -0.656
C 1.850530 -0.544210 -3.907772 -1.064 -0.693 -1.277 -0.388
C -1.602645 0.507536 -2.567627 -0.681 0.960 0.593 -0.061
C -8.801747 -0.866841 3.704873 0.079 -0.027 0.069 -0.582
C 3.034111 6.621486 0.100238 -0.180 0.138 0.182 -0.670
C 2.144012 1.329594 -0.743898 0.925 -0.134 0.090 -0.202
C 8.758858 5.594049 -5.866650 -0.288 -0.217 -0.004 -0.635
H -3.652195 -0.216978 1.734125 -0.387 0.146 0.035 -0.364
H 0.720360 4.088972 1.664981 0.311 0.173 0.029 0.258
H 6.380685 6.495028 0.836842 0.022 -0.086 -0.103 0.334
H 2.024968 -4.295928 -0.537429 -0.046 -0.253 0.156 0.622
H -7.126367 -3.881867 -0.883534 0.093 0.129 0.127 0.358
H -5.514295 -1.188839 3.008754 0.082 -0.096 -0.106 -0.220
H 8.496769 5.987498 -6.846515 0.073 0.097 0.007 0.344
H -2.982694 1.182700 0.819651 -0.239 0.224 -0.021 0.345
H 1.851478 0.387569 -3.353442 0.408 0.132 0.274 -0.114
H 2.579199 -7.340125 1.596756 0.221 -0.219 -0.577 0.433
H 2.436639 7.505520 1.993281 -0.016 -0.001 0.003 0.381
H 4.243834 -2.310112 -1.339597 0.065 0.442 0.222 0.369
H 8.986207 6.511671 -2.857380 0.054 -0.017 -0.017 0.352
H 2.364770 -3.836571 -2.156331 0.021 -0.113 -0.212 0.326
H -7.132630 -4.958793 0.526768 0.040 0.024 0.113 0.320
H 0.399471 3.991449 -0.104090 0.265 0.112 -0.152 0.299
H -3.458525 -6.291590 -0.706081 0.072 0.150 -0.007 0.424
H 6.940129 7.503359 -4.910404 0.027 0.029 0.007 0.292
H 6.649689 5.146491 -5.560572 -0.004 -0.016 -0.009 0.349
H -7.155170 -0.598184 5.116862 0.060 -0.002 0.125 0.343
H 0.618877 0.617401 -5.256056 -0.613 -0.206 -0.224 0.421
H -0.074395 -2.816473 5.738695 0.011 0.030 0.014 0.337
H -7.711578 -6.549198 -1.168887 -0.013 0.008 0.002 0.335
H -9.118724 -1.779243 4.215126 -0.028 -0.001 -0.019 0.278
H 4.771496 6.924374 3.019509 0.013 -0.009 0.007 0.347
H 0.374478 -4.685540 -2.626411 0.080 -0.074 -0.024 0.272
H 3.128157 7.598492 -0.373006 0.034 -0.013 -0.044 0.354
H 7.697603 4.618265 -4.253327 0.004 0.003 0.017 0.310
H -4.162332 -5.542701 -2.162723 0.089 0.086 0.034 0.336
H -2.406764 -0.049365 -3.034899 0.107 -0.473 -0.161 0.713
H -2.411333 -1.775677 0.382340 0.133 -0.412 -0.310 0.211
H -5.438993 -7.632928 -1.890545 0.014 -0.007 0.000 0.381
H 3.320445 -0.265746 -1.527756 0.094 -0.260 -0.250 0.377
H 2.835424 -0.975469 -4.044705 0.446 0.244 0.495 0.423
H -0.548913 -0.416394 5.873908 -0.077 0.039 0.088 0.460
H 2.236699 1.213719 1.417078 -0.158 -0.285 0.140 0.270
H 2.413793 2.819249 0.749887 0.232 0.178 0.108 -0.159
H 3.022910 1.880761 -1.078153 0.123 0.195 -0.208 0.555
H 1.358335 1.607112 -1.442383 -0.392 -0.051 0.036 -0.130
H 4.807329 8.056114 1.674712 -0.004 0.002 -0.024 0.308
H -3.412143 -0.754253 -0.688834 -0.172 -0.473 -0.301 0.377
H -5.607333 -7.352839 -0.156171 0.015 0.003 0.006 0.288
H -6.816779 -5.674351 -2.406025 0.025 -0.001 -0.002 0.301
H 3.038138 -0.360922 0.182008 0.199 -0.181 0.154 0.661
H 1.303997 -2.580961 -3.620510 -0.023 -0.330 -0.040 0.755
H -1.027396 -4.189831 0.152339 -0.653 0.210 0.027 -0.110
H -3.883234 -3.275747 5.857837 -0.107 0.085 0.122 0.364
H 4.435243 -4.018340 -1.134662 0.225 -0.119 -0.212 0.683
H -6.322434 -2.490573 3.910441 0.005 -0.144 -0.045 0.288
H -0.855148 3.646278 1.061339 -0.258 -0.001 0.028 0.273
H -0.185209 -2.328146 4.053474 0.067 0.034 -0.109 -0.374
H -3.016801 2.147589 -2.929178 -0.236 0.104 -0.144 0.271
H -9.730854 -1.599624 1.849763 0.095 -0.079 -0.096 0.402
H 9.323132 4.672078 -5.977325 0.126 0.065 -0.032 0.371
H -2.533514 -3.847113 6.865006 0.031 0.087 0.077 0.345
H -9.466689 -0.060724 4.012826 -0.006 -0.004 0.009 0.376
H -8.728143 -0.134061 1.661999 0.035 -0.012 -0.041 0.357
H -2.149137 -3.181631 -1.528384 -0.244 -0.095 0.562 -0.138
H 5.608038 5.124481 1.669657 -0.050 -0.076 -0.092 0.388
H -0.079841 -1.546853 -3.623960 -0.223 0.150 -0.094 0.640
H -7.079843 0.440814 3.706524 -0.009 0.000 -0.028 0.311
H -1.803650 -0.554062 4.610908 -0.042 0.004 0.037 0.163
H -1.948949 0.145330 1.780776 0.180 0.203 0.202 0.249
H 8.753686 8.191789 -3.412661 0.136 0.015 -0.059 0.412
H 2.231511 0.381522 -5.801942 0.157 -0.001 -0.342 0.587
H 2.143516 6.112659 -0.261838 0.079 -0.090 -0.089 0.318
H -0.734128 0.561868 -3.205101 0.216 -0.427 -0.295 -0.621
H -2.262725 2.209401 -1.339443 -0.195 0.048 0.217 0.183
H 2.804199 5.782125 2.073171 -0.035 -0.009 -0.023 0.196
H -1.659765 -4.377517 4.692412 0.015 -0.013 -0.024 0.377
H -2.522699 -3.054796 3.926229 0.009 0.010 0.006 0.145
H 6.588324 6.635492 -3.414826 -0.014 -0.010 0.030 0.105
H -1.351303 2.672148 -2.732230 0.167 0.201 -0.138 0.416

---

It is found that the highest occupied orbital energy values, taken in the order of the records, are -13.1 -4.2 eV.